1.
Computed, not measured: the molecule C24H33N5O2 in a non-equilibrium geometry, with ωB97M-V/def2-TZVPD.

Results
E: -36968.9190 eV
HOMO level: -7.562 eV
2S+1: 1
SMILES string: CCN(CC)CCCNc1ccc(-c2nnc(-c3ccc(OCC(C)C)cc3)o2)cn1
HOMO-LUMO gap: 8.10 eV

Atoms and positions in Å:
H1 9.195 -2.520 -1.720
H2 8.141 -3.652 -0.868
H3 -2.277 1.454 2.372
C1 -8.602 -2.397 0.474
N1 1.641 0.996 2.055
N2 -6.264 -1.634 0.214
H4 -7.257 0.414 -2.314
H5 6.469 0.219 1.420
H6 -6.342 0.995 0.531
C2 3.332 0.752 0.291
O1 7.126 0.123 -1.248
H7 -8.146 -0.017 -0.848
H8 -5.000 -1.962 1.810
C3 2.001 0.949 0.804
H9 -8.944 -2.140 -0.525
N3 0.313 1.171 2.083
H10 -4.616 1.666 1.550
H11 -6.757 -1.898 -1.824
C4 -1.774 1.438 -0.959
C5 8.218 -1.681 0.015
H12 9.103 -0.068 -1.123
C6 -7.124 -2.774 0.473
C7 -6.503 1.306 -0.500
H13 -4.383 -0.863 0.577
C8 9.393 -1.946 0.951
C9 -0.097 1.226 0.848
C10 -1.452 1.381 0.396
H14 5.060 0.488 -2.610
H15 2.761 0.868 -1.775
C11 4.392 0.572 1.176
H16 -8.770 -1.550 1.134
H17 -6.966 -3.587 -0.257
C12 -2.505 1.471 1.318
C13 -7.152 0.147 -1.260
H18 4.191 0.601 2.235
C14 8.247 -0.220 -0.459
H19 -4.556 -3.910 0.331
C15 3.578 0.725 -1.083
N4 -3.006 1.532 -1.410
C16 -3.792 1.578 0.860
H20 -4.022 -2.829 -0.961
H21 -3.097 -2.938 0.536
H22 9.378 -2.980 1.287
H23 -1.001 1.395 -1.715
H24 -7.179 2.171 -0.507
H25 7.282 -1.849 0.559
C17 -4.918 -1.803 0.730
H26 7.442 -2.379 -1.874
C18 5.918 0.318 -0.665
H27 9.347 -1.301 1.826
H28 -5.221 1.690 -2.104
C19 4.853 0.512 -1.552
H29 -9.193 -3.239 0.828
C20 8.251 -2.619 -1.188
H30 -5.314 -0.927 -1.514
C21 -4.100 -2.946 0.118
H31 10.335 -1.764 0.439
C22 -6.324 -1.142 -1.154
O2 0.934 1.093 -0.022
C23 5.672 0.355 0.707
H32 -6.865 -3.158 1.463
H33 8.347 0.463 0.393
C24 -4.017 1.582 -0.532
N5 -5.245 1.686 -1.093

2.
Computed, not measured: the molecule C24H33N5O3 in a non-equilibrium geometry, with ωB97M-V/def2-TZVPD.

Results
E: -39019.8454 eV
HOMO level: -8.649 eV
2S+1: 1
SMILES string: CCC[C@H](C)NC(=O)Cn1c(=O)c2c(ncn2CCC(C)C)n(Cc2ccccc2)c1=O
HOMO-LUMO gap: 9.34 eV

Atoms and positions in Å:
C1 2.977 -2.566 -0.535
C2 -6.901 0.571 1.321
C3 -5.270 2.324 2.053
C4 2.303 1.083 1.251
H1 5.082 1.447 1.764
C5 1.125 -3.118 0.886
H2 3.379 -2.405 -1.524
H3 3.882 -2.444 2.718
C6 4.304 1.596 -0.242
N1 -0.141 -1.930 -1.688
H4 -7.700 1.273 1.546
O1 1.501 -0.669 -2.576
H5 -4.749 0.154 -1.400
H6 2.283 0.807 -1.639
H7 -0.702 2.301 -2.819
N2 2.049 1.638 -1.107
C7 3.779 -2.394 0.580
H8 5.117 3.077 1.089
H9 -6.088 3.021 2.217
C8 -4.446 0.382 0.718
C9 3.256 -2.582 1.849
C10 0.748 -3.081 -1.589
C11 6.723 1.808 0.431
C12 -1.831 0.396 -1.766
H10 1.516 -3.088 2.988
H11 4.402 0.523 -0.421
C13 0.117 1.634 -2.545
O2 -2.507 1.395 -1.882
H12 0.106 -3.959 -1.494
H13 1.251 1.315 1.400
C14 -2.251 -0.876 -1.260
C15 2.842 1.907 0.080
H14 4.568 2.116 -1.166
H15 6.903 0.760 0.202
H16 -5.073 1.801 2.987
C16 0.358 -0.743 -2.157
C17 -4.617 -0.491 -0.528
C18 5.275 2.022 0.857
H17 -5.477 -1.156 -0.429
H18 1.338 -3.131 -2.506
H19 -3.544 0.981 0.585
O3 0.452 3.193 -0.726
N3 -3.451 -1.307 -0.743
N4 -2.060 -3.046 -0.690
H20 -7.237 -0.066 0.507
H21 -4.385 2.892 1.782
H22 -6.733 -0.046 2.201
H23 0.788 1.464 -3.388
H24 -4.037 -3.205 0.017
H25 2.837 1.318 2.166
C19 1.927 -2.942 2.000
H26 -5.804 1.888 0.025
C20 -1.416 -1.982 -1.216
C21 -3.268 -2.597 -0.417
H27 6.951 2.395 -0.456
H28 0.088 -3.400 0.997
H29 2.404 0.019 1.044
H30 4.815 -2.110 0.461
C22 0.882 2.252 -1.357
N5 -0.477 0.362 -2.143
H31 2.720 2.972 0.306
H32 7.404 2.107 1.224
H33 -4.308 -0.256 1.595
C23 -5.628 1.329 0.950
C24 1.647 -2.934 -0.388

3.
Computed, not measured: a structure of composition C24H33N6OV in a non-equilibrium geometry, with ωB97M-V/def2-TZVPD.

Results
E: -62092.9494 eV
HOMO level (alpha / beta): -9.337 / -9.649 eV
2S+1: 4
HOMO-LUMO gap (alpha / beta): 7.26 / 6.44 eV
total charge: +1

Atoms and positions in Å:
C1 0.020 -1.621 -2.010
H1 -4.377 4.925 0.477
H2 -1.638 -5.503 -0.539
H3 -0.506 4.304 2.181
C2 -2.418 4.929 1.397
H4 1.127 -2.609 -3.574
C3 1.381 2.872 0.652
C4 2.478 1.959 0.583
H5 1.888 -1.168 1.574
C5 -1.467 1.735 -2.294
H6 2.004 0.378 2.549
C6 -0.396 -5.457 1.213
H7 5.157 4.141 0.885
H8 -2.371 1.979 -2.802
N1 -0.231 -4.018 -0.727
N2 -0.403 -1.649 -0.583
H9 -2.768 -0.444 -1.611
C7 -3.400 3.099 -0.015
C8 -0.742 -0.036 1.787
H10 -3.959 0.880 -1.488
H11 -0.519 -4.260 -2.847
H12 1.881 -2.585 -1.993
N3 -1.903 1.283 -0.903
N4 0.085 2.327 0.539
C9 -1.116 2.979 0.660
C10 -2.174 2.435 -0.072
C11 2.356 -0.194 1.697
H13 3.472 -0.343 1.845
C12 2.877 -0.015 -0.626
H14 -1.383 -2.226 1.707
H15 -2.182 -4.633 1.874
H16 -2.505 5.961 1.811
C13 -1.228 4.143 1.414
H17 1.014 -4.838 -2.116
C14 -3.076 0.370 -0.996
C15 -0.594 -5.300 -0.234
H18 -4.181 2.663 -0.559
H19 -0.729 2.544 -2.216
H20 -0.807 -6.371 1.588
V1 -0.153 0.421 0.119
C16 1.659 4.235 0.750
C17 0.932 -2.679 -2.497
C18 4.094 3.758 0.825
C19 0.333 -3.976 -2.105
H21 -0.875 -4.161 2.945
H22 3.245 5.680 1.157
H23 2.798 -1.118 -0.571
N5 -1.042 -3.073 1.203
H24 -0.941 -1.717 -2.570
O1 -1.081 -0.418 2.893
H25 3.964 0.167 -0.616
H26 0.618 -5.499 1.474
H27 0.847 4.859 0.698
H28 2.523 0.341 -1.559
C20 3.786 2.342 0.723
C21 -0.501 -2.893 -0.057
N6 2.095 0.593 0.437
H29 -3.337 0.049 0.019
C22 3.034 4.630 0.924
H30 4.540 1.561 0.934
H31 -0.992 0.860 -2.780
H32 0.388 -0.585 -2.279
C23 -1.130 -4.353 1.917
C24 -3.481 4.372 0.620
H33 0.013 -6.031 -0.834

4.
Computed, not measured: a structure of composition C24H33N9SbSeTl in a non-equilibrium geometry, with ωB97M-V/def2-TZVPD.

Results
E: -115395.0334 eV
HOMO level: -14.055 eV
2S+1: 1
HOMO-LUMO gap: 6.36 eV
total charge: +2

Atoms and positions in Å:
H1 -5.882 -1.094 0.996
H2 0.745 -0.388 -3.112
C1 -2.760 0.016 1.662
H3 -3.969 5.027 -0.413
N1 -0.953 -0.465 -1.948
H4 1.272 5.910 1.881
C2 2.397 -0.053 4.979
C3 -0.318 -0.600 -3.110
C4 -4.408 -1.433 -2.856
C5 0.414 -4.663 1.774
N2 -2.201 -0.104 0.462
H5 0.386 -4.245 2.783
N3 0.227 0.676 2.281
H6 -1.648 3.471 -3.323
C6 1.045 0.644 3.164
C7 0.157 3.922 -2.178
C8 -4.273 -0.907 -0.405
H7 -2.122 0.404 2.447
H8 -0.038 4.989 -2.065
C9 -2.888 4.886 -0.443
H9 -2.457 5.505 0.343
H10 -2.831 -3.934 0.802
C10 -2.315 -1.258 -4.214
H11 1.486 3.501 1.317
H12 -2.191 -5.452 1.450
H13 1.414 -4.512 1.359
C11 -0.965 -0.992 -4.275
Tl1 0.181 0.291 0.129
H14 -0.409 -1.091 -5.196
C12 -0.533 -4.502 -0.550
C13 -2.932 -0.569 -0.564
N4 -0.601 -2.550 0.933
Se1 -6.790 -2.081 -3.180
H15 -2.181 -4.000 2.452
H16 -0.686 -5.579 -0.596
H17 -2.874 -1.573 -5.087
C14 -0.670 -4.033 0.894
C15 -0.568 3.331 -3.385
H18 1.213 5.756 0.134
C16 -4.847 -0.804 0.865
H19 -3.050 2.774 -0.996
H20 0.260 -5.739 1.857
H21 1.234 3.769 -2.231
H22 -1.282 -4.023 -1.185
N5 1.853 0.749 4.073
H23 -0.363 2.266 -3.502
C17 -4.082 -0.337 1.910
C18 0.523 4.006 1.252
H24 0.462 -4.313 -0.964
C19 -5.038 -1.346 -1.570
C20 -2.054 -4.372 1.432
H25 -2.539 5.251 -1.409
H26 0.916 -2.430 -0.341
H27 -4.492 -0.235 2.905
H28 1.382 -2.077 1.211
H29 -0.853 -2.183 1.843
C21 -2.584 3.402 -0.236
H30 -0.274 6.035 1.057
H31 -0.226 3.829 -4.293
H32 -2.896 3.046 0.745
C22 0.682 5.513 1.055
N6 -5.171 -1.805 -3.848
C23 -2.269 -0.722 -1.872
N7 -6.308 -1.652 -1.529
Sb1 -0.489 3.043 -0.356
H33 -0.050 3.759 2.145
N8 2.923 -0.728 5.749
C24 -2.986 -1.130 -2.997
N9 0.631 -1.981 0.525

5.
Computed, not measured: a structure of composition C24H34BrIN7O6PS2V in a non-equilibrium geometry, with ωB97M-V/def2-TZVPD.

Results
E: -182932.6848 eV
HOMO level (alpha / beta): -13.986 / -13.985 eV
2S+1: 2
HOMO-LUMO gap (alpha / beta): 6.65 / 7.20 eV
total charge: +2

Atoms and positions in Å:
H1 -0.541 0.580 -2.624
H2 -1.801 4.596 -1.933
C1 -3.759 -0.939 -0.330
H3 -1.052 0.136 4.806
H4 -3.297 -2.050 4.722
C2 2.976 2.608 -0.272
N1 -2.195 -0.853 3.360
C3 -3.806 0.775 1.406
H5 -3.439 1.020 2.398
N2 2.201 -0.600 -1.462
C4 -1.476 2.759 -3.946
C5 -1.400 -3.790 2.272
C6 -1.330 -4.532 -2.209
C7 -0.642 2.242 0.179
H6 -4.833 -0.845 -0.497
C8 3.638 3.541 -1.046
O1 -0.826 -0.933 1.183
N3 -2.404 -2.960 1.599
C9 2.422 0.177 -2.519
H7 -2.303 3.446 -4.110
H8 -1.146 -4.651 1.651
C10 0.054 -3.112 -0.906
C11 -0.699 1.423 -1.964
P1 -2.162 -1.323 1.783
O2 1.835 0.214 0.871
H9 -4.891 0.885 1.389
H10 -1.707 1.803 -4.413
H11 -0.826 -1.615 4.788
H12 -2.160 -3.831 -2.120
N4 -3.459 -0.602 1.059
N5 -0.397 1.232 -0.666
H13 -1.777 -4.165 3.228
C12 5.019 3.613 -0.972
H14 1.664 0.828 -2.917
C13 4.282 -0.951 -2.167
N6 3.348 -1.273 -1.260
O3 6.911 4.727 -1.644
C14 5.082 1.876 0.658
H15 -1.333 4.239 0.490
H16 -3.576 -0.311 4.835
C15 3.721 -0.008 -3.002
C16 5.751 2.801 -0.123
H17 3.114 4.214 -1.710
C17 -3.401 -1.132 4.137
H18 -3.244 -0.268 -1.028
C18 3.697 1.760 0.569
O4 -0.368 -4.315 -1.157
C19 -3.737 -3.563 1.608
C20 -0.976 -0.737 4.154
Br1 -0.273 2.011 2.019
H19 -0.854 -4.405 -3.181
C21 3.039 0.690 1.365
H20 3.406 -1.989 -0.553
N7 5.730 4.569 -1.848
H21 -0.108 -0.614 3.509
C22 -1.415 3.648 -1.580
O5 3.480 0.193 2.352
O6 5.067 5.108 -2.712
H22 -1.673 -5.553 -2.091
H23 1.897 2.556 -0.304
H24 -0.605 3.181 -4.452
C23 -1.153 3.461 -0.237
C24 -1.196 2.606 -2.483
H25 5.621 1.230 1.338
V1 0.705 -0.572 0.045
H26 -4.483 -2.849 1.270
H27 5.258 -1.406 -2.180
H28 -3.457 -1.960 -0.548
H29 -4.264 -1.224 3.481
H30 -3.744 -4.428 0.942
S1 1.211 -2.910 0.319
H31 -3.380 1.485 0.687
S2 -0.485 -1.725 -1.694
H32 -0.495 -3.218 2.461
H33 6.826 2.906 -0.084
H34 -4.013 -3.908 2.608
I1 4.603 0.985 -4.596

6.
Computed, not measured: a structure of composition C24H34F4N6O2STl, with ωB97M-V/def2-TZVPD.

Results
E: -64864.7360 eV
HOMO level (alpha / beta): -11.023 / -10.633 eV
2S+1: 1
HOMO-LUMO gap (alpha / beta): 7.83 / 6.19 eV
total charge: +1

Atoms and positions in Å:
H1 -0.895 4.020 -3.244
C1 -0.343 3.066 -3.293
C2 -2.810 -3.887 -4.079
C3 1.683 3.683 6.121
H2 -0.143 -4.141 1.500
C4 1.032 2.460 6.187
N1 1.467 1.275 2.708
N2 -0.437 -0.055 2.476
F1 0.187 -2.145 -3.093
C5 2.165 3.307 3.793
S1 -1.612 -2.879 0.086
C6 2.553 -3.025 0.864
C7 1.975 -2.253 2.043
H3 2.136 3.946 -0.290
H4 2.756 -4.051 1.198
F2 -4.387 -0.823 -3.023
H5 2.318 -3.024 -1.146
C8 -3.411 -1.694 -3.272
C9 0.943 1.648 5.068
F3 -5.045 -3.172 -4.028
H6 -0.399 1.243 -4.458
H7 2.749 5.058 4.864
H8 2.671 -0.380 1.616
C10 1.698 3.549 -1.205
H9 0.579 2.136 7.114
C11 0.997 -0.110 2.714
C12 -0.824 2.248 -4.482
C13 0.225 3.255 -0.969
H10 -0.330 4.203 -0.879
H11 3.523 -2.588 0.610
H12 -0.709 0.787 1.985
H13 -2.229 -1.011 2.150
O1 1.716 1.778 1.564
C14 -1.479 -3.594 -3.827
C15 1.523 2.073 3.873
N3 1.773 -0.841 1.719
H14 -0.964 -5.087 0.294
C16 -1.743 2.063 -1.541
C17 0.825 -4.180 -0.465
H15 1.371 -5.114 -0.268
C18 -3.759 -2.919 -3.794
C19 -2.054 -1.362 -2.982
C20 -1.110 -2.382 -3.307
H16 1.177 -0.521 3.711
H17 -0.902 -2.057 2.695
H18 -0.500 2.732 -5.403
N4 -0.394 2.394 -1.989
N5 1.711 -3.018 -0.336
H19 -2.419 2.930 -1.630
H20 0.484 -4.217 -1.500
H21 0.396 0.719 5.124
Tl1 0.926 -0.159 -0.957
H22 -3.103 -4.842 -4.493
H23 2.243 2.638 -1.466
N6 -1.568 -0.244 -2.451
H24 2.649 -2.377 2.901
C21 -2.446 0.875 -2.199
H25 2.599 3.617 2.854
C22 2.243 4.103 4.921
H26 0.700 3.319 -3.471
H27 1.023 -2.687 2.335
H28 -1.673 1.849 -0.470
H29 0.128 2.747 -0.006
H30 1.749 4.310 6.999
H31 -1.908 2.169 -4.534
H32 1.861 4.279 -1.996
F4 -0.536 -4.506 -4.084
H33 -3.253 0.574 -1.522
C23 -1.158 -1.198 2.072
O2 -0.866 -1.522 0.678
C24 -0.400 -4.160 0.441
H34 -2.944 1.171 -3.124